Here is a single C5H12O molecule from OMol25. Energies are from ωB97M-V/def2-TZVPD.

Computed properties:
- HOMO-LUMO gap: 10.7 eV
- SMILES: CCCCOC
- Total charge: 0
- E_HOMO: -9.5832 eV
- Energy relative to the best compared isomer or geometry (same formula, charge and spin): 1.695 eV
- Energy: -272.88635 hartree

Last column: Mulliken charge in e.
Geometry (Å):
O: -1.81 -0.73 -0.51  -0.43
H: 1.11 1.23 -0.41  0.27
H: 2.31 -0.67 1.70  0.29
C: 2.26 -0.24 0.69  -1.21
C: -1.44 -0.81 -1.88  -0.62
C: -1.48 0.52 0.23  -0.61
C: -0.20 0.13 0.94  -0.45
H: -0.49 -0.30 -2.10  0.26
H: -1.39 1.36 -0.47  0.32
H: -0.32 -0.86 0.43  0.26
H: -2.24 -0.37 -2.48  0.28
C: 1.14 0.80 0.61  -0.26
H: -1.33 -1.86 -2.19  0.24
H: -0.31 -0.02 2.03  0.39
H: 1.38 1.64 1.28  0.30
H: 2.05 -1.07 0.01  0.33
H: 3.24 0.17 0.46  0.36
H: -2.33 0.68 0.90  0.27